No. 1
C39H42N7O4S7Y as an isolated structure in a non-equilibrium geometry. Source: OMol25; level of theory: ωB97M-V/def2-TZVPD.

Last column: Löwdin charge in e.
CARTESIAN COORDINATES (ANGSTROEM)
Y  1.6810  0.9305  -0.5055  1.10
C  0.5762  -1.0057  4.0161  -0.03
C  1.2240  -0.7082  2.6839  -0.26
N  0.5602  -0.1363  1.7327  0.01
N  -0.7841  0.0652  2.1049  -0.09
C  -1.3215  1.1231  1.6087  -1.16
S  -0.7337  2.3308  0.5717  0.49
S  -3.0135  1.4221  2.1519  0.86
C  -3.1169  0.4443  3.6585  -0.45
C  -2.3764  0.9868  4.8605  -0.29
C  -1.5650  2.1115  4.8036  -0.06
C  -0.8721  2.5357  5.9298  -0.08
C  -0.9837  1.8477  7.1282  -0.11
C  -1.7961  0.7228  7.1947  -0.11
C  -2.4821  0.3005  6.0677  -0.07
C  2.6434  -1.0805  2.5434  -0.14
C  3.0962  -2.2334  3.1949  -0.08
C  4.4119  -2.6452  3.1421  -0.13
C  5.3250  -1.8525  2.4408  -0.11
C  4.9170  -0.7047  1.8075  -0.02
C  3.5614  -0.2888  1.8076  -0.38
O  3.2117  0.7781  1.1660  -0.24
H  0.0915  -0.1088  4.3949  0.06
H  1.3136  -1.3446  4.7381  0.07
H  -0.2087  -1.7585  3.9109  0.09
H  -2.7419  -0.5575  3.4393  0.07
H  -4.1839  0.3696  3.8883  0.07
H  -1.4524  2.6428  3.8672  0.09
H  -0.2261  3.4005  5.8574  0.10
H  -0.4356  2.1778  8.0012  0.09
H  -1.8842  0.1684  8.1207  0.09
H  -3.0994  -0.5906  6.1167  0.11
H  2.3770  -2.8470  3.7250  0.10
H  4.7237  -3.5614  3.6259  0.08
H  6.3675  -2.1494  2.3841  0.09
H  5.6144  -0.0972  1.2457  0.10
O  1.7205  7.3100  -4.1336  -0.13
C  1.6773  6.2653  -3.5154  -1.08
S  2.4776  5.9910  -1.9749  0.90
C  1.9864  4.3135  -1.7254  -1.17
C  1.2092  3.7783  -2.6873  -1.19
S  0.5615  2.1542  -2.8032  0.36
S  0.8031  4.8353  -4.0422  0.90
S  2.6165  3.5580  -0.2739  0.43
C  3.8904  1.8742  -3.6322  -0.13
N  4.0547  1.0990  -2.4105  -0.27
C  5.1171  1.6710  -1.5912  -0.13
C  4.3861  -0.2841  -2.7432  -0.20
C  3.9497  -1.3200  -1.7340  -0.27
C  4.7283  -2.4714  -1.6147  -0.08
C  4.3050  -3.5317  -0.8267  -0.12
C  3.0808  -3.4342  -0.1801  -0.12
C  2.3297  -2.2720  -0.3108  -0.16
C  2.7300  -1.1541  -1.0604  -0.22
H  4.7909  1.8036  -4.2690  0.08
H  3.7205  2.9197  -3.3768  0.07
H  3.0192  1.5245  -4.1835  0.05
H  6.0836  1.6226  -2.1254  0.08
H  5.1959  1.1140  -0.6574  0.07
H  4.8799  2.7014  -1.3401  0.03
H  5.4708  -0.3777  -2.9383  0.11
H  3.8926  -0.5122  -3.6963  0.11
H  5.6757  -2.5375  -2.1447  0.09
H  4.9241  -4.4148  -0.7123  0.08
H  2.7225  -4.2512  0.4375  0.09
H  1.3690  -2.2468  0.2003  0.08
C  -4.6164  3.2102  -1.0620  -0.06
N  -4.9284  1.8436  -0.7081  -0.17
C  -5.9565  1.4736  0.2386  -0.15
C  -5.7344  -0.0395  0.4136  -0.16
N  -4.7774  -0.3623  -0.6437  -0.01
C  -4.2622  0.7976  -1.2093  -0.84
S  -3.0905  0.8726  -2.3765  0.72
H  -5.1015  3.8664  -0.3408  0.09
H  -4.9613  3.4526  -2.0694  0.09
H  -3.5364  3.3549  -1.0191  0.07
H  -6.9501  1.6927  -0.1663  0.12
H  -5.8306  2.0228  1.1734  0.10
H  -6.6610  -0.5981  0.2743  0.11
H  -5.3179  -0.2691  1.3941  0.09
H  -4.0801  -1.0638  -0.4438  0.13
O  -6.2335  -1.5342  -3.0639  -0.06
C  -5.4472  -2.6986  -3.0207  -0.26
N  -4.0436  -2.3658  -3.1224  0.09
C  -3.1381  -3.2557  -3.5809  -0.46
O  -3.4495  -4.3617  -4.0077  0.04
C  -1.7206  -2.7841  -3.5388  -0.13
C  -0.8466  -3.1175  -4.5629  -0.01
C  0.4363  -2.6054  -4.5274  -0.04
C  0.8015  -1.7904  -3.4621  -0.12
N  -0.0077  -1.5110  -2.4457  0.10
C  -1.2392  -2.0014  -2.4953  -0.12
H  -5.8600  -0.9247  -2.4092  0.04
H  -5.7241  -3.3296  -3.8645  0.12
H  -5.6391  -3.2564  -2.0937  0.12
H  -3.7536  -1.4177  -2.9013  0.03
H  -1.1887  -3.7603  -5.3643  0.12
H  1.1527  -2.8271  -5.3065  0.10
H  1.7884  -1.3501  -3.4041  0.09
H  -1.8703  -1.7782  -1.6433  0.09

Computed properties:
- Charge: -2
- Calculated total energy: -5021.50717 a.u.
- Maximum force: 1.07 eV/A
- HOMO energy: -1.3 eV
- ΔE to the lowest compared entry with this formula, charge and spin: 19.8 kcal/mol
- Orbital gap: 4.849 eV
- Multiplicity: 1


No. 2
C39H43AuN5S as an isolated structure in a non-equilibrium geometry. Source: OMol25; level of theory: ωB97M-V/def2-TZVPD.

Last column: Löwdin charge in e.
CARTESIAN COORDINATES (ANGSTROEM)
Au  -0.9485  -1.3575  0.1807  0.94
S  2.2270  2.9724  -0.6103  1.06
C  3.0995  1.7763  0.3711  -0.43
C  4.1020  2.3631  1.1432  -0.13
C  4.9166  1.6066  1.9548  -0.07
C  4.7335  0.2284  2.0223  -0.07
C  3.7445  -0.3660  1.2766  -0.03
C  2.9159  0.3845  0.4293  -0.29
N  2.1248  -0.3195  -0.4264  0.21
C  1.0654  0.0059  -1.0223  -0.33
C  -0.6161  0.2865  -2.2560  -0.30
C  -1.1012  0.9630  -3.4566  0.07
C  -2.3422  0.7140  -3.9611  -0.03
C  -3.1878  -0.2331  -3.3833  0.03
C  -2.7767  -0.8972  -2.2187  -0.11
C  -1.5788  -0.6262  -1.6350  -0.15
H  4.2357  3.4317  1.0761  0.10
H  5.7017  2.0849  2.5194  0.11
H  5.3862  -0.3725  2.6347  0.11
H  3.5824  -1.4315  1.3003  0.12
H  -0.4350  1.6459  -3.9603  0.12
H  -2.6599  1.2472  -4.8444  0.12
H  -4.1557  -0.4439  -3.8075  0.13
H  -3.4483  -1.6174  -1.7775  0.10
C  1.0127  0.5806  2.9818  -0.05
C  0.2339  1.8484  3.3261  -0.35
C  0.7303  3.0790  2.5631  -0.05
C  -1.2657  1.6717  3.2033  -0.14
C  -1.9817  1.8916  4.3737  -0.03
C  -3.3541  1.7633  4.4269  -0.06
C  -4.0285  1.4607  3.2651  -0.04
C  -3.3677  1.2412  2.0614  -0.14
C  -4.2839  0.9109  0.9023  -0.36
C  -3.9585  1.6330  -0.4028  -0.05
C  -4.3682  -0.6101  0.7568  -0.06
C  -1.9594  1.3155  2.0226  -0.15
N  -1.2202  0.9334  0.8831  0.07
C  -0.7095  1.7045  0.0013  -0.08
C  0.1236  1.2018  -1.0937  -0.22
C  1.0355  2.2059  -1.8147  -0.43
C  1.8011  1.5571  -2.9347  -0.04
C  1.6895  0.2467  -3.1597  -0.18
N  0.7228  -0.4345  -2.3268  0.11
C  2.4858  -0.6059  -4.1191  -0.54
C  1.7982  -0.6052  -5.4923  -0.03
C  3.9136  -0.0622  -4.2507  -0.04
C  2.5652  -2.0283  -3.5544  -0.04
H  2.0782  0.7761  3.0652  0.07
H  0.8045  0.2325  1.9735  0.04
H  0.7550  -0.2143  3.6794  0.08
H  0.4335  2.0464  4.3848  0.13
H  0.6998  2.9248  1.4912  0.00
H  1.7603  3.2945  2.8381  0.08
H  0.1221  3.9487  2.8057  0.09
H  -1.4475  2.1647  5.2714  0.12
H  -3.8865  1.9033  5.3538  0.11
H  -5.1056  1.3861  3.2834  0.12
H  -5.2829  1.2589  1.1921  0.13
H  -3.0741  1.2309  -0.8833  0.03
H  -3.8108  2.6926  -0.2037  0.09
H  -4.7944  1.5293  -1.0923  0.09
H  -3.3807  -1.0423  0.5768  0.02
H  -5.0226  -0.8739  -0.0694  0.08
H  -4.7661  -1.0467  1.6718  0.09
H  -0.9328  2.7733  -0.0082  0.16
H  0.4970  3.0997  -2.1502  0.12
H  2.4618  2.1958  -3.4975  0.12
H  1.6731  0.4136  -5.8503  0.08
H  0.8194  -1.0737  -5.4401  0.08
H  2.4031  -1.1512  -6.2124  0.09
H  3.9244  0.9333  -4.6835  0.08
H  4.5020  -0.7143  -4.8924  0.09
H  4.3942  -0.0273  -3.2757  0.09
H  1.5766  -2.4728  -3.4718  0.08
H  3.0180  -2.0052  -2.5647  0.08
H  3.1780  -2.6448  -4.2057  0.09
N  -1.3695  -2.4041  3.2325  0.16
C  -0.8169  -3.4035  2.5188  -0.38
C  -0.6871  -4.6942  3.0647  -0.01
C  -0.1235  -5.6949  2.3133  -0.05
C  0.3283  -5.4034  1.0232  -0.07
C  0.1793  -4.1233  0.5554  -0.14
N  -0.3904  -3.1419  1.2745  -0.05
H  -1.7246  -2.5754  4.1562  0.11
H  -1.4327  -1.4770  2.8473  0.06
H  -1.0377  -4.8742  4.0675  0.11
H  -0.0257  -6.6915  2.7161  0.12
H  0.7801  -6.1606  0.4050  0.11
H  0.5231  -3.8383  -0.4285  0.10

Computed properties:
- Charge: +1
- Calculated total energy: -2319.24518 a.u.
- Maximum force: 2.19 eV/A
- HOMO energy: -10.3 eV
- ΔE to the lowest compared entry with this formula, charge and spin: 109.2 kcal/mol
- Orbital gap: 5.359 eV
- Multiplicity: 1